This record from the Open Molecules 2025 dataset describes a molecular structure, C22H24AuClI2O2P2. The level of theory is ωB97M-V with the def2-TZVPD basis set.

Calculated values
* 2S+1: 3
* net charge: +2
* HOMO level (alpha / beta): -14.33 / -14.25 eV
* gap between HOMO and LUMO (alpha / beta): 5.6 / 3.7 eV
* relative energy (zero: lowest compared OMol25 entry of this formula, charge and spin): 28.5 kJ/mol
* ⟨S²⟩: 2.025
* calculated total energy: -78275.5640 eV

Structure (XYZ):
```
54
Properties=species:S:1:pos:R:3:forces:R:3:mulliken_charge:R:1
Au -0.07348 0.10013 -2.97918 0.099 -0.142 0.074 0.794
C -0.37480 1.66349 2.03572 0.003 -0.546 0.386 0.208
C -1.36840 -1.87706 0.82382 -0.299 -0.275 -0.273 0.253
H 3.41146 1.30304 5.50150 0.059 -0.136 -0.072 0.407
Cl 2.29495 0.03497 -3.38184 -0.199 0.057 0.706 -0.330
C -1.87282 0.13424 -2.24024 -3.438 0.108 2.205 0.569
H 2.34438 1.44681 -5.74488 -0.243 0.012 -0.176 0.373
H -2.43967 -3.31773 4.26246 0.025 0.148 -0.424 0.416
C 1.30679 1.43057 -6.09445 0.218 0.206 0.276 -0.991
C -1.07211 2.14770 0.91367 -0.197 0.573 -0.743 0.234
H -2.04571 3.81644 -0.03208 -0.007 -0.155 0.316 0.452
H -1.71587 -0.92032 -5.87147 0.051 0.123 -0.116 0.341
H 0.81003 2.34577 -5.75279 0.097 -0.194 -0.196 0.346
H -0.65921 4.47248 3.97798 -0.081 -0.393 -0.130 0.410
C -1.45406 4.27618 1.99774 -0.018 -0.182 -0.630 -0.514
O -2.90520 0.16153 -1.73321 3.180 -0.099 -1.860 -0.262
H 1.27600 1.36652 -7.18980 -0.067 -0.031 0.213 0.406
C 1.79203 -1.64865 3.59966 -0.008 -0.397 0.349 -0.393
C 1.30364 -1.48672 -6.01087 0.228 -0.235 0.260 -0.987
H -3.32419 -4.34665 2.14209 0.190 0.347 0.043 0.419
H 2.19752 1.72474 3.38427 0.035 -0.264 0.309 0.799
C -1.16660 -0.02784 -6.18746 -0.237 0.032 0.286 -1.146
H -1.72291 0.86813 -5.89196 0.045 -0.134 -0.134 0.346
H 2.33836 -1.49412 -5.65372 -0.233 -0.001 -0.185 0.373
H -2.62009 -3.36312 -0.06765 0.078 -0.036 0.329 0.397
C -2.65773 -3.48173 2.10816 0.303 0.182 -0.023 -0.544
I -0.49670 -2.62110 -3.02605 0.162 0.801 0.195 -0.060
H 3.74581 -1.04511 6.33181 -0.194 0.153 -0.457 0.420
H -1.19482 1.52379 0.02927 0.147 0.083 0.255 -0.137
C 2.25285 0.71656 3.79708 0.204 0.095 0.523 -0.565
H 1.30566 -2.47337 3.07742 0.256 0.139 0.082 0.508
H -1.87989 5.28266 1.97808 0.248 -0.335 0.044 0.415
H -1.02142 -1.52456 -0.14997 -0.003 -0.084 0.399 -0.069
H -1.02892 -0.03841 -7.27613 -0.015 0.001 0.180 0.432
C -0.28552 2.48969 3.16526 -0.082 0.713 0.267 -0.235
P 0.38625 0.01739 1.85059 -0.417 -0.608 0.443 1.316
P 0.46686 -0.00851 -5.40303 0.176 -0.056 -1.893 0.214
O 1.05561 -0.10415 0.51420 -0.171 0.366 -0.383 -0.637
C 3.16807 -0.84373 5.42213 -0.175 -0.351 -0.149 -0.436
C -1.57522 3.44619 0.87899 0.002 -0.219 -0.030 -0.639
I -0.38837 2.82163 -3.00020 0.194 -0.779 0.079 -0.115
C -2.16461 -2.90809 3.28591 0.188 0.240 0.272 -0.673
C 2.62026 -1.90650 4.69752 -0.127 0.170 -0.099 -0.657
C -1.30760 -1.80249 3.24062 -0.380 -0.335 0.150 -0.056
C -0.88185 -1.28851 2.00155 0.117 0.270 -0.018 -0.100
H 0.80010 -2.38038 -5.62705 0.106 0.202 -0.216 0.339
C 1.54066 -0.32372 3.18891 0.258 0.340 0.078 0.222
C -0.78599 3.79968 3.12775 0.287 -0.648 0.556 -0.718
H -0.95438 -1.35989 4.17351 -0.132 -0.100 -0.240 0.527
H 2.84734 -2.92680 5.00194 -0.221 0.203 -0.131 0.424
C -2.25553 -2.95157 0.87416 0.208 0.405 -0.119 -0.478
C 2.98275 0.46445 4.96227 -0.098 0.398 -0.562 -0.700
H 1.27943 -1.48696 -7.10788 -0.063 0.088 0.192 0.401
H 0.16682 2.10300 4.07585 -0.059 0.279 -0.211 0.683
```
Positions in Å, forces in eV/Å.